DFT (ωB97M-V/def2-TZVPD) results for a 11-piece molecular cluster, C25H72N2O11 overall.

Structure (XYZ):
```
110
Properties=species:S:1:pos:R:3:forces:R:3
N 0.7408 0.1130 0.5415 4.7 0.8 1.2
C -0.5162 0.2610 0.8345 -0.8 4.2 5.9
N -1.2722 -0.2870 -0.0595 -4.4 0.0 -1.6
O -1.0512 1.0010 1.8785 2.5 -3.4 -4.6
H 1.5408 0.3750 1.1965 -1.8 -0.2 -0.7
H 1.0758 -0.2610 -0.3735 -0.8 0.1 1.0
H -2.2642 -0.0700 0.0805 0.5 -1.0 0.0
H -0.9932 -1.0780 -0.5915 0.2 -0.7 -0.3
C 4.5818 -0.4010 0.6745 -2.0 -0.4 -1.0
C 4.1808 0.7090 1.6605 8.9 1.4 -4.7
C 4.1588 2.0710 1.0895 -0.5 1.3 -1.3
O 3.1768 0.5000 2.3555 -8.4 -2.8 4.8
H 4.8608 -1.2450 1.3075 0.0 -0.3 -0.5
H 5.3848 -0.1150 -0.0115 0.1 0.0 0.4
H 3.7118 -0.6890 -0.0335 1.2 0.3 1.3
H 5.0348 0.7080 2.3205 1.1 0.1 0.4
H 3.3828 2.1290 0.3395 -0.3 0.1 -0.3
H 5.0988 2.3290 0.5985 0.0 0.3 0.2
H 3.8038 2.8010 1.8245 0.7 0.0 0.1
H 3.4088 0.6760 3.2555 -0.8 0.0 0.9
C -2.4242 -3.1920 -0.9955 -1.8 1.3 -0.9
C -2.0002 -2.7750 -2.4335 -6.7 -8.5 -0.7
C -3.1152 -2.2210 -3.2225 -3.0 -1.0 1.1
O -1.0812 -1.9660 -2.4875 9.9 7.9 0.1
H -1.6642 -3.3120 -0.2655 1.1 0.0 0.4
H -2.9962 -4.1210 -0.9835 -0.1 0.1 -0.3
H -3.1232 -2.3680 -0.6455 0.7 -1.0 0.0
H -1.7122 -3.6320 -3.0855 -0.2 -0.9 1.0
H -4.0322 -2.8610 -3.2145 0.8 0.4 -0.5
H -2.7342 -1.9360 -4.1485 0.2 -0.2 -2.1
H -3.3952 -1.2950 -2.8025 -0.6 1.2 0.8
H -0.5752 -1.9420 -3.3355 -1.0 -0.1 1.0
C -2.4392 2.6310 -3.0245 0.2 -2.7 0.4
C -1.6972 1.2660 -2.9565 -6.8 -0.6 -5.0
C -1.4852 0.7250 -4.3465 0.4 0.4 -0.6
O -0.6092 1.2040 -2.3045 5.3 -1.2 5.8
H -2.3322 2.9530 -2.0025 -0.6 1.1 0.1
H -3.4612 2.3890 -3.3835 0.5 0.6 0.5
H -1.9062 3.1860 -3.7565 0.3 1.1 -0.4
H -2.3312 0.4680 -2.5735 -1.2 0.5 0.5
H -2.2362 1.0450 -5.0495 -0.3 0.0 -0.3
H -1.4202 -0.3440 -4.3145 -0.1 -0.5 -0.2
H -0.5172 1.0600 -4.6635 0.4 0.4 -0.7
H -0.9402 0.5750 -1.5495 2.1 1.5 -0.7
C 2.9748 -3.0690 -1.8215 1.9 -3.0 -1.3
C 1.6508 -2.6200 -1.4255 -0.2 -7.4 1.3
C 1.4138 -2.9590 0.0265 -1.0 1.9 0.9
O 1.4428 -1.3910 -1.6265 -1.5 7.7 -1.5
H 3.7048 -2.3460 -1.5135 0.7 0.0 0.4
H 3.1348 -3.2870 -2.9315 -0.4 0.5 1.3
H 3.0478 -4.0740 -1.2925 0.8 1.2 -0.8
H 0.9668 -3.2210 -1.9935 -0.8 -0.7 -0.4
H 0.3558 -2.8650 0.2925 -0.2 -0.1 -0.3
H 1.8178 -2.0950 0.5915 0.5 -1.0 0.2
H 1.7098 -3.9310 0.3635 0.6 -0.3 0.1
H 1.1018 -1.2490 -2.5105 0.3 0.7 -0.1
C 1.7748 -2.9550 3.5125 -0.2 0.0 0.4
C 1.3048 -2.1700 4.7325 2.0 3.4 -7.7
C 0.2498 -1.2100 4.3875 -0.7 2.3 -0.6
O 0.9658 -2.7930 5.7425 -2.7 -6.3 9.2
H 2.3768 -2.2870 2.9015 -0.2 0.1 -0.2
H 0.8708 -3.2190 3.0115 -0.4 -0.8 -1.0
H 2.4118 -3.8080 3.7345 -0.2 -0.2 0.2
H 2.1678 -1.6960 4.9765 3.0 2.7 0.4
H -0.6872 -1.6350 4.0555 -0.3 -0.6 0.4
H 0.5208 -0.5700 3.5845 0.5 0.7 -1.0
H 0.0878 -0.4740 5.1995 -0.2 -0.6 -0.1
H 1.0908 -2.2000 6.5035 -0.4 -0.8 -0.1
C -4.3112 0.9280 -0.6695 3.0 -3.5 -0.3
C -4.7922 0.2690 0.5785 -5.6 8.3 -0.4
C -6.1672 -0.2340 0.3765 -2.8 1.9 0.4
O -4.0842 -0.6280 1.0275 7.4 -8.4 2.7
H -4.9642 1.6220 -1.0755 -1.0 1.3 -0.7
H -4.2502 -0.0150 -1.2805 -0.1 1.1 -0.6
H -3.2402 1.2500 -0.6085 -1.2 0.4 0.1
H -4.7702 1.0550 1.3645 -0.9 0.6 -0.2
H -6.6192 -0.7080 1.2845 0.6 0.2 -0.7
H -6.2312 -0.8720 -0.4895 -0.1 -0.5 -0.3
H -6.7772 0.6950 0.1915 0.0 -1.0 0.0
H -4.3992 -0.9060 1.8915 0.5 -0.1 0.2
C 3.1848 1.0470 -1.9675 -1.4 0.0 -1.9
C 2.5848 1.7020 -3.2595 7.0 4.8 4.1
C 3.7478 2.2410 -4.1055 0.1 1.4 0.3
O 1.8388 0.9890 -3.9825 -5.6 -4.6 -3.3
H 2.3748 0.9780 -1.2965 -0.7 -0.3 1.1
H 3.9098 1.6590 -1.5485 1.3 1.3 0.6
H 3.6418 0.0780 -2.0985 -0.1 -0.4 -0.5
H 2.0128 2.6060 -3.0085 0.4 0.3 0.9
H 4.5298 1.5370 -4.3615 -0.1 -0.4 -0.1
H 4.2448 3.1470 -3.6835 -0.3 -0.8 0.1
H 3.2418 2.6190 -4.9765 0.2 0.0 -0.9
H 0.9868 1.2100 -3.5675 -0.5 -1.2 -0.7
C 1.3628 3.1370 3.1025 -1.8 -0.2 -1.2
O 0.4898 2.3550 3.9015 0.7 -0.3 1.2
H 2.2518 3.5360 3.5935 -0.3 -0.4 0.3
H 0.7088 3.9130 2.7385 0.4 1.3 -0.1
H 1.5418 2.6090 2.1685 0.9 -0.2 0.2
H -0.2282 2.0620 3.3235 0.1 -0.2 -0.2
C -0.1512 4.0060 -0.3825 -3.8 -4.0 -1.3
O 0.7688 3.0740 -0.0175 1.8 -2.3 0.2
H -1.0962 3.6760 0.1335 0.2 1.0 -0.3
H -0.3592 3.8510 -1.4505 0.0 1.0 -0.1
H 0.0938 4.9260 -0.0865 1.1 3.7 0.9
H 0.3778 2.2120 -0.2845 0.8 0.8 0.4
C -2.7232 0.3220 5.1045 1.5 -0.7 0.0
O -2.8692 0.1510 3.7185 -0.2 0.3 -0.5
H -2.2172 -0.5250 5.5115 1.2 -0.6 0.3
H -3.6122 0.1620 5.6155 -2.5 0.3 0.3
H -2.2712 1.2160 5.5505 0.1 0.3 -0.9
H -2.0332 0.1120 3.1855 -0.6 0.6 0.8
```
Positions in Å, forces in eV/Å.

The value obtained for the HOMO energy is -8.9602 eV. The calculation puts the energy above the lowest of the compared OMol25 structures with the same formula, charge and spin at 215.7 kcal/mol. The energy is -52584.590 eV. The SMILES is NC(N)=O.CC(C)O.CC(C)O.CC(C)O.CC(C)O.CC(C)O.CC(C)O.CC(C)O.CO.CO.CO.

Here are the Mulliken charges for atoms 1 to 99, given in e: 4.566 -1.317 2.508 -0.931 -1.314 -1.940 -0.817 -1.091 -0.967 0.102 -1.038 -0.524 0.492 0.443 -0.298 0.509 -0.057 0.477 0.184 0.467 -1.041 0.625 -1.809 -0.927 0.146 0.433 0.155 0.331 0.365 0.553 0.249 0.660 -2.047 2.874 -1.987 1.740 0.364 0.377 0.514 -1.156 0.428 0.232 0.473 -0.234 -1.455 1.065 -0.512 -0.272 0.226 0.320 0.407 0.016 -0.324 -0.320 0.745 -0.025 -0.907 0.015 -0.635 -0.580 -0.063 0.256 0.406 0.371 0.398 -0.097 0.382 0.415 -1.052 0.780 -1.430 -0.527 0.557 0.021 -0.072 0.225 0.388 0.318 0.369 0.400 -0.175 0.641 -1.794 -0.696 -0.828 1.025 0.425 0.067 0.352 0.330 0.504 -0.176 -0.263 -0.560 0.350 0.372 -0.181 0.306 -0.846